Formula: C15H31Cl22N2O4P
Source: the OMol25 dataset
Level of theory: ωB97M-V/def2-TZVPD

Calculated values
**Charge**: 0
**E_HOMO**: -10.466 eV
**Multiplicity**: 1
**SMILES string**: NC(=O)CCN([PH2]=O)C(=O)O.ClCCl.ClCCl.ClCCl.ClCCl.ClCCl.ClCCl.ClCCl.ClCCl.ClCCl.ClCCl.ClCCl
**Frontier orbital gap**: 10.6605 eV

Cartesian coordinates (Å):
N1 -0.4344 1.7647 0.6568
C1 -0.7478 0.4969 0.0922
O1 -1.8331 0.0154 0.3147
C2 0.2614 -0.2037 -0.8004
C3 1.7335 0.1470 -0.5786
N2 2.6033 -1.0427 -0.2919
P1 4.2176 -0.4934 -0.0708
O2 4.6376 0.4840 -1.0914
C4 2.2845 -1.7699 0.8666
O3 2.9480 -2.7182 1.2053
O4 1.2438 -1.3084 1.6187
H1 -0.0809 1.6695 1.6043
H2 0.2621 2.2613 0.1113
H3 0.0738 -1.2708 -0.6646
H4 -0.0096 0.0518 -1.8319
H5 2.0901 0.6017 -1.4982
H6 1.8978 0.8807 0.2148
H7 4.2001 0.0421 1.2294
H8 4.9691 -1.6611 -0.0076
H9 0.6482 -2.0721 1.7139
C5 1.4233 -1.4810 -4.6916
Cl1 2.5726 -0.9002 -3.4795
Cl2 -0.1097 -0.5969 -4.6536
H10 1.8671 -1.3450 -5.6705
H11 1.2220 -2.5278 -4.5004
C6 6.0645 1.6884 -4.0232
Cl3 5.7596 0.8274 -5.5401
Cl4 7.7887 1.9259 -3.7118
H12 5.5912 2.6605 -4.0866
H13 5.6489 1.1183 -3.2040
C7 -3.5177 2.0554 -6.0869
Cl5 -4.2144 0.7116 -6.9942
Cl6 -2.4942 1.5022 -4.7521
H14 -2.9087 2.6451 -6.7607
H15 -4.3243 2.6478 -5.6735
C8 1.1259 3.3782 -4.5902
Cl7 2.7460 2.8269 -5.0166
Cl8 0.7026 3.0102 -2.9084
H16 1.0819 4.4523 -4.7203
H17 0.4072 2.8747 -5.2264
C9 -4.1088 2.1228 1.3941
Cl9 -3.8891 3.2065 2.7782
Cl10 -5.6192 1.2055 1.5247
H18 -4.1520 2.7200 0.4920
H19 -3.2737 1.4338 1.3554
C10 9.6579 0.4300 -0.0801
Cl11 9.9190 -0.2932 1.5132
Cl12 7.9519 0.7361 -0.4160
H20 10.1849 1.3752 -0.1162
H21 10.0344 -0.2533 -0.8311
C11 -4.7518 -0.5625 4.7136
Cl13 -3.1260 -1.1943 4.4353
Cl14 -5.2616 -0.7319 6.4003
H22 -4.7598 0.4892 4.4534
H23 -5.4438 -1.1132 4.0891
C12 -4.7458 -2.7651 9.4025
Cl15 -4.9247 -4.3257 10.2093
Cl16 -6.1760 -1.7405 9.5977
H24 -3.8990 -2.2475 9.8350
H25 -4.5980 -2.9364 8.3433
C13 5.6665 0.9356 -9.6611
Cl17 5.6055 -0.6927 -8.9780
Cl18 4.2628 1.9064 -9.1991
H26 6.5572 1.4264 -9.2890
H27 5.6866 0.8538 -10.7405
C14 -9.6631 0.0273 10.1696
Cl19 -9.4484 1.1602 11.5089
Cl20 -11.1264 -0.9481 10.3451
H28 -9.7371 0.5941 9.2500
H29 -8.8102 -0.6388 10.1436
C15 -3.1811 -4.7062 2.2804
Cl21 -3.0140 -6.0449 1.1418
Cl22 -2.0330 -3.3999 1.9608
H30 -4.1803 -4.2988 2.1907
H31 -3.0016 -5.0789 3.2811